Record 1
Entry from the Open Molecules 2025 dataset: a 2-piece molecular cluster, C11H10BrNO overall (ωB97M-V/def2-TZVPD).

Values from the calculation:
LUMO (alpha / beta)	0.55 / -2.64	eV
multiplicity	3
HOMO energy (alpha / beta)	-7.837 / -9.683	eV
energy	-85145.241	eV
orbital gap (alpha / beta)	8.4 / 7.0	eV
⟨S²⟩	2.05

```
24
Properties=species:S:1:pos:R:3:forces:R:3:lowdin_spin:R:1
C 1.100 1.833 -0.515 0.708 0.775 1.439 0.054
C 0.321 -2.274 2.822 0.911 2.243 -2.550 0.137
C 1.306 -1.266 2.510 1.554 -3.391 4.004 -0.017
C -0.803 -2.108 1.989 -2.063 -1.180 0.969 -0.009
C 1.258 -0.353 1.515 1.675 1.534 0.221 0.078
C -0.925 -1.116 1.005 1.437 0.558 0.293 0.109
C 0.141 -0.177 0.707 -0.961 -1.276 1.034 0.010
C 1.413 -0.349 -2.480 2.166 -0.294 -1.421 0.342
C -1.197 2.196 -2.094 0.106 -0.673 -0.905 0.002
C -1.130 1.092 -1.052 -2.117 -0.229 0.924 0.056
C 0.060 0.916 -0.184 0.349 0.059 -1.929 0.371
N 1.840 2.732 -0.624 -0.704 -1.227 -0.253 0.185
O 2.457 -0.315 -2.979 -1.756 0.236 1.076 0.152
Br 0.083 -1.925 -2.818 -0.259 -0.113 0.089 0.478
H 0.654 -3.087 3.488 -1.058 0.559 -0.238 0.007
H 2.166 -1.428 3.308 -1.129 1.148 -2.285 -0.002
H -1.761 -2.709 2.210 1.680 0.723 -0.638 -0.002
H 2.111 0.346 1.405 -0.571 -0.481 0.043 0.003
H -1.845 -1.050 0.478 -0.653 0.016 -0.339 0.009
H -2.209 2.318 -2.468 -0.290 -0.442 -0.056 0.000
H -1.042 3.116 -1.585 0.771 0.973 0.119 0.000
H -0.561 2.076 -3.002 -0.126 0.130 0.917 0.001
H -1.579 0.127 -1.352 0.623 0.325 -0.307 0.012
H -1.861 1.405 -0.282 -0.291 0.028 -0.209 0.026
```
Forces are in eV/Å.

Record 2
Entry from the Open Molecules 2025 dataset: C19H40NOP3Ti as an isolated structure (ωB97M-V/def2-TZVPD).

Values from the calculation:
LUMO (alpha / beta)	-9.04 / -11.67	eV
multiplicity	2
HOMO energy (alpha / beta)	-17.018 / -16.878	eV
energy	-74842.596	eV
orbital gap (alpha / beta)	8.0 / 5.2	eV
charge	+3
⟨S²⟩	0.78

```
65
Properties=species:S:1:pos:R:3:forces:R:3:lowdin_spin:R:1
Ti -0.955 1.214 -1.582 0.954 -2.819 0.970 0.024
P 1.980 -0.976 0.495 -0.475 -0.626 -0.544 0.000
P 0.965 2.675 -0.722 0.772 1.958 -0.192 -0.001
P -1.688 -1.678 -0.773 -0.452 -1.155 -0.396 0.015
H -0.313 2.983 -3.358 -1.406 -0.256 -0.109 0.000
C -1.054 2.161 -3.367 -0.017 1.184 -1.261 0.012
C -2.284 2.188 -2.595 -0.924 1.232 -0.391 -0.002
H -2.602 3.182 -2.221 -0.372 -0.830 0.136 0.000
C 3.290 -1.798 -0.386 0.348 0.078 0.345 0.000
C 2.558 0.333 1.569 0.094 0.615 0.261 0.000
C 1.069 -2.121 1.537 0.279 0.101 0.133 0.000
C 0.524 4.274 -1.525 0.410 -0.037 -0.125 0.000
C 1.223 3.365 0.968 -0.270 -0.305 0.350 0.000
C 2.674 2.395 -1.301 0.434 -0.357 -0.498 0.000
C -3.268 -1.965 -1.679 -0.020 0.340 -0.022 0.004
C -2.141 -2.574 0.781 0.131 0.464 0.246 0.004
C -0.607 -2.939 -1.586 0.356 0.017 -0.244 -0.001
H -1.132 1.838 -4.411 0.442 -0.644 0.517 0.003
H -3.074 1.387 -2.775 0.628 1.249 -0.135 0.001
H 4.056 -2.073 0.353 0.040 -0.141 -0.472 0.000
H 3.693 -1.108 -1.145 0.017 -0.319 0.285 0.000
H 2.857 -2.683 -0.871 0.258 0.159 0.113 0.000
H 3.307 -0.134 2.238 -0.307 0.213 -0.258 0.000
H 1.730 0.733 2.197 0.577 -0.344 -0.471 0.000
H 3.042 1.161 1.017 -0.267 -0.575 0.496 0.000
H 0.778 -3.020 0.978 0.170 0.331 0.260 0.000
H 0.186 -1.614 1.957 0.347 -0.272 -0.121 0.000
H 1.761 -2.394 2.350 -0.333 -0.063 -0.135 0.000
H 1.370 4.966 -1.417 -0.339 -0.015 0.244 0.000
H -0.382 4.655 -1.035 0.264 0.096 -0.219 0.000
H 0.353 4.154 -2.594 0.081 0.364 0.354 0.000
H 2.289 3.566 1.146 -0.307 -0.089 -0.101 0.000
H 0.849 2.688 1.741 0.133 0.205 0.000 0.000
H 0.681 4.316 1.058 0.113 -0.311 -0.036 0.000
H 3.305 3.285 -1.093 -0.442 -0.488 -0.116 0.000
H 2.660 2.213 -2.394 0.068 0.110 0.526 0.000
H 3.144 1.514 -0.817 -0.266 0.559 -0.458 0.000
H -3.860 -2.752 -1.181 0.236 0.394 -0.401 0.001
H -3.021 -2.269 -2.703 -0.300 0.163 0.164 0.000
H -3.826 -1.021 -1.679 -0.211 -0.357 -0.183 0.000
H -2.972 -3.267 0.585 0.351 0.240 0.138 0.001
H -2.467 -1.814 1.502 -0.093 -0.360 0.127 0.000
H -1.294 -3.131 1.196 -0.404 0.174 -0.075 0.000
H -1.205 -3.571 -2.267 0.322 0.149 0.410 0.000
H -0.103 -3.581 -0.841 -0.299 0.216 -0.445 0.000
H 0.156 -2.417 -2.190 -0.228 -0.428 0.242 0.000
C -0.196 -0.523 -3.901 1.059 0.526 3.603 0.165
C 0.939 -1.020 -4.555 1.127 -1.127 -1.712 0.104
C 0.788 -1.867 -5.652 0.889 0.601 0.423 0.022
C -0.507 -2.273 -6.049 0.059 -0.706 -0.234 0.251
C -1.631 -1.672 -5.469 -0.731 1.885 1.426 0.025
C -1.490 -0.678 -4.472 -0.023 -1.036 -1.192 0.135
O 0.047 -0.083 -2.610 -1.048 -0.769 -3.989 0.228
H 1.165 -0.633 -0.612 -0.073 0.481 0.673 0.000
H 1.940 -0.723 -4.209 -0.611 -0.272 -0.055 0.002
H 1.679 -2.216 -6.208 -0.696 0.122 0.496 -0.002
H -0.647 -3.064 -6.813 0.179 0.721 0.477 0.009
H -2.648 -1.888 -5.788 0.321 -0.066 -0.258 -0.002
H -2.275 0.027 -4.196 -0.125 -0.780 0.120 0.003
C -1.652 1.057 3.093 0.303 -0.435 1.448 0.000
C -1.336 0.953 1.697 -0.875 1.373 -4.392 0.000
N -1.301 1.086 0.519 0.194 -0.424 5.099 0.000
H -0.752 0.900 3.728 -0.546 0.097 -0.367 0.000
H -2.412 0.311 3.390 0.327 0.237 -0.228 0.000
H -2.058 2.058 3.312 0.179 -0.253 -0.245 0.000
```
Forces are in eV/Å.

Computed relative energy (zero: lowest compared OMol25 entry of this formula, charge and spin) (kcal/mol) in order:
0.0; 58.5